[1]
Here is 11 unconnected molecules or ions with the total composition C24H71F12N5O9P2 from OMol25. Energies are from wB97M-V/def2-TZVPD.

The calculation puts the HOMO energy at -0.2237 Eh. For the gap between HOMO and LUMO, the calculation gives 9.11 eV. Its net charge is -2. For the lowest unoccupied orbital energy, the calculation gives 3.0 eV.

XYZ file:
```
123
Properties=species:S:1:pos:R:3:forces:R:3
H 5.714163 -0.233442 -7.019188 0.0 0.1 -0.1
H -4.187653 -3.444076 -5.002776 0.7 0.5 -0.3
H 1.025972 -6.358627 -2.081227 -0.3 0.5 -0.2
H 1.774712 -5.016939 -3.085875 -0.4 0.1 0.3
H -6.738455 -2.360944 -2.814388 0.6 0.4 -0.3
C 9.063760 -2.555531 -4.728133 -1.5 0.7 -0.9
H -5.041782 -3.807251 1.861966 0.1 -0.2 0.0
H 10.152758 -2.513377 -4.707903 -0.2 -0.3 0.6
H -5.152663 6.910970 2.562237 -0.5 0.2 -0.4
H 4.965017 -4.018763 2.528186 0.1 0.1 -0.2
H 7.278685 -4.413019 4.641794 0.3 -0.1 0.3
H -3.894836 5.732258 2.527536 0.1 -0.4 -0.3
C -9.528711 -2.850545 4.637496 -0.7 -0.1 -1.4
H 1.877003 8.212055 -4.938909 -0.3 -0.3 0.4
O 7.602722 -2.350760 4.943335 1.2 -1.3 -0.4
F 1.442246 4.629274 8.283762 0.0 -0.7 0.2
H 9.204703 -3.644013 5.308259 -0.2 -0.3 0.2
C 2.898494 8.015696 -4.613184 0.3 0.4 -0.9
H -9.605904 -1.914671 5.190918 -0.1 0.0 0.2
F 1.024608 1.881583 -0.807953 -0.3 -0.6 0.1
H -4.778689 -2.230522 -4.078284 0.5 0.5 -0.2
O -7.238524 -5.801977 -4.748588 0.6 -0.3 0.4
F 0.777541 4.695154 6.053214 1.8 0.2 -0.6
H 2.988650 -6.940551 -3.919189 0.2 0.0 0.1
O 3.449901 9.099946 -3.901591 0.4 0.2 0.9
H -3.749130 8.437351 1.282061 0.2 0.6 0.2
F -0.354094 2.843260 6.247260 -0.1 -0.7 0.7
H 5.676404 5.843859 1.713050 0.3 -0.5 1.0
H -7.703545 -3.684726 -2.963491 -0.2 -0.5 -0.6
C 1.526035 -6.075292 -3.007378 0.7 -0.7 -0.3
H 8.305376 -2.757587 -2.259454 0.1 -0.5 -0.3
H 3.492799 4.108444 1.928665 -0.2 -0.4 0.4
H -1.939646 4.117165 -3.411953 0.1 0.0 0.0
N -2.883921 8.170914 3.241933 -0.8 -0.2 -0.4
H 5.486041 4.506559 0.595582 0.0 0.1 -0.4
C 8.997944 -2.627673 4.973004 0.5 -0.2 0.3
H -1.220039 7.972579 1.476810 0.0 -0.1 0.0
C -5.813006 -3.875776 2.629176 0.2 -0.8 0.3
C 4.972564 5.090395 1.359499 -0.2 0.6 -0.8
H -2.427132 7.414893 3.731694 0.8 -0.3 -0.2
H 8.093396 -1.275537 -1.872509 0.1 0.6 0.3
O 4.375447 4.228850 2.286480 0.2 0.3 0.4
H -1.674379 6.264152 1.617729 0.1 0.0 0.7
H -7.413629 -7.652181 -3.907825 -0.1 0.1 0.0
H 9.539954 -2.566941 4.029264 -0.5 0.2 -0.7
C -6.624809 -6.960668 -4.203905 -0.6 0.1 -0.3
H -1.096094 2.380848 -4.571470 -0.1 0.0 0.2
H -5.342533 4.244042 1.172941 0.1 0.2 0.3
H -6.317219 -1.849214 2.392082 -0.6 0.2 0.0
O 2.726906 -6.848346 -3.000169 0.5 -0.2 -0.1
N 8.665119 -1.840872 -2.483766 -0.5 -0.1 1.0
H 4.052976 -2.062372 4.684796 -0.4 1.0 1.3
C -5.586440 5.048617 0.479212 0.4 0.6 -0.1
H 4.730747 -1.082210 -5.890018 0.3 -0.6 0.6
F -0.978425 0.834128 -0.171813 0.5 -0.1 -0.1
H -4.972977 -1.050137 3.926268 0.7 0.3 0.3
H -5.573172 4.574274 -0.502066 0.5 0.4 -0.2
C 4.721435 -4.253557 3.564351 0.3 -1.3 -1.0
C -3.259365 7.671301 1.883232 -1.1 0.2 0.8
C 6.838481 -1.239171 -4.125516 2.3 0.0 -1.5
C -4.302272 6.574917 1.968938 -0.2 -0.9 -1.8
F 0.322751 -0.092250 -1.837146 0.2 0.3 0.5
H -9.549461 -3.732378 5.277845 0.8 0.0 0.4
H -7.013302 -3.298861 5.041522 0.1 -0.5 -0.1
N 4.976065 -1.975056 4.284308 -1.2 -0.5 -0.2
H 6.425302 -0.443445 -3.505680 0.0 -0.2 0.4
C -2.001050 7.242366 1.264898 1.8 -0.9 -1.2
H 3.218617 9.966728 -4.243364 -0.2 -0.3 -0.3
H 5.307670 0.558061 -5.514229 -0.3 0.0 0.2
H 7.245683 -3.438491 3.200756 -0.2 0.3 -0.3
F -0.681503 4.768905 7.564861 -1.2 -0.9 1.3
C -6.051801 -2.505834 3.220643 -0.9 -0.9 -0.6
H -10.400794 -3.014264 4.004443 -0.4 0.4 0.3
H 5.180067 -3.736599 5.473301 0.5 0.6 0.6
H -5.404609 -5.368274 -5.635005 0.3 -0.2 0.2
H 8.803591 -2.362499 -5.768881 -0.1 0.1 -0.1
H -4.022931 -2.119802 3.144006 0.0 0.0 -0.2
N -5.012333 -2.897408 -4.799912 0.6 -0.1 0.2
F 0.028141 2.734313 8.500251 0.7 0.2 -0.1
F 2.149331 -0.121702 -0.315223 0.2 0.9 -1.2
H -7.538665 -2.589514 -4.391821 -0.3 0.1 0.2
N -4.790717 -2.034808 3.794686 -1.2 0.2 0.8
H -6.018057 -6.755849 -3.321852 0.2 0.1 0.0
H -6.623011 5.363007 0.600770 -0.1 0.2 0.4
F 0.855864 0.784941 1.267589 -0.5 1.0 -0.5
H 5.044666 -5.285579 3.700559 0.0 -0.2 0.1
C -7.022574 -3.090470 -3.572795 -1.1 0.3 0.5
C 6.961344 -3.445427 4.252994 -0.6 1.0 1.0
P 0.582157 0.400424 -0.294914 1.5 -1.1 1.5
H 3.023287 7.105283 -4.026948 -0.4 0.2 0.1
C -6.264883 -4.857096 -5.202888 -1.1 -0.4 0.2
C -2.316968 3.933038 -4.417842 0.2 -0.2 -0.1
C -5.856592 -3.842803 -4.131796 -1.3 -0.5 0.0
H -5.421588 -4.320279 -3.253792 0.6 -0.5 -0.1
C 5.580823 -0.402659 -5.950688 0.4 1.0 -1.0
H 4.558172 -2.157438 3.383092 0.6 1.3 -1.4
H -6.656138 -4.442756 2.234490 -0.4 0.7 -0.2
H 0.987468 -6.407175 -3.895017 -0.7 0.3 0.2
H -1.975323 7.040183 0.194127 -0.6 0.5 -0.2
C 8.372697 -1.487273 -3.854704 0.3 -0.3 0.2
H 8.954009 -0.578998 -4.013514 -0.5 0.4 -0.3
C 5.447094 -3.322468 4.501043 0.6 -1.3 -0.4
O 6.853515 -0.784801 -5.478906 -0.9 -0.6 0.1
H -6.764854 -4.405770 -6.059871 0.1 0.7 0.2
H 8.594932 -3.515237 -4.510714 0.6 -0.3 0.2
H -2.363058 4.882197 -4.951759 0.2 0.0 -0.1
O -4.676062 6.179306 0.533826 -0.2 -0.5 2.4
P 0.527780 3.694228 7.309896 0.4 1.6 -2.2
H -5.479570 -4.522073 3.441108 0.5 0.0 0.1
F 0.318365 -1.108979 0.255177 -1.6 -0.4 -0.5
H 3.466135 7.872979 -5.532701 0.1 -0.2 -0.2
H -3.699167 8.247880 3.833161 -0.6 0.5 -0.1
O -8.509563 -2.786104 3.667373 1.5 -0.3 0.5
O -1.483162 3.033014 -5.160077 -0.3 0.5 0.0
H 3.632134 -4.266427 3.601172 0.0 0.3 0.5
H 9.589626 -2.001663 5.640934 -0.7 0.5 0.2
C -7.219477 -2.562885 4.264393 0.5 0.7 -0.3
F 1.910351 2.831479 6.929269 -1.6 0.3 0.8
H -7.245543 -1.616371 4.804339 -0.1 0.4 0.0
H 4.200936 5.741308 0.948381 -0.1 -0.1 -0.7
H -3.341417 3.571222 -4.330129 -0.1 -0.2 0.0
H 6.275916 -2.171434 -4.075598 -0.2 -0.1 0.4
H -6.033831 -7.427882 -4.991653 0.3 -0.2 0.1
```
Positions in Å, forces in eV/Å.



[2]
Here is 9 unconnected molecules or ions with the total composition C24H71N5O11 from OMol25. Energies are from wB97M-V/def2-TZVPD.

The calculation puts the HOMO energy at -0.3036 Eh. For the gap between HOMO and LUMO, the calculation gives 8.60 eV. For the lowest unoccupied orbital energy, the calculation gives 0.3 eV. The structure (SMILES) is COC[C@H](C)N.COC[C@H](C)N.COC[C@H](C)N.COC[C@H](C)N.COC[C@H](C)N.OCCO.OCCO.O.O.

XYZ file:
```
111
Properties=species:S:1:pos:R:3:forces:R:3
C 2.030839 3.048927 0.832227 -1.1 -0.4 0.1
C 0.952519 -0.908505 -4.135729 -0.3 1.3 0.5
H 0.491496 0.442667 3.606757 0.5 -0.5 0.3
H -0.608381 2.939345 -3.090190 -0.2 -0.1 0.0
H -1.907177 4.152422 -2.902330 0.1 -0.3 0.0
C -0.579037 4.368591 -5.136075 1.2 0.6 0.0
H 0.085981 3.162794 1.293479 0.0 0.0 -0.4
C -1.621425 3.216985 -3.430134 0.2 0.8 -0.1
O -2.770055 -4.696093 -1.680085 0.2 -0.7 -0.5
H 7.741302 2.319374 0.796176 0.4 0.3 0.0
C -0.640157 -6.937752 0.265840 -0.4 0.1 -0.1
H 0.616606 -0.356446 4.925855 0.2 0.2 -0.2
O 1.122964 0.200357 4.316964 -0.5 0.1 -0.1
H -3.077697 -2.492180 -0.430850 -0.2 0.0 -0.2
O 1.672608 4.600519 2.737683 0.8 -0.3 -1.4
H 3.399932 4.380254 1.539695 -0.3 0.4 0.0
H -1.479668 -6.408491 -0.212119 0.0 -0.1 0.2
H 2.559441 2.967516 -0.118498 -0.1 0.0 0.0
H -4.283973 3.458738 -3.457667 -0.1 -0.1 0.2
H 2.521160 -1.070119 1.300615 0.1 0.0 -0.4
H -3.926114 -1.108402 -2.418673 -0.1 0.0 -0.2
H -1.278237 -2.928141 2.663667 -0.1 -0.2 -0.4
H -3.755103 5.122130 3.940278 0.2 0.3 -0.3
H -3.916350 2.440917 -4.831075 0.0 0.0 0.1
H 0.989127 0.187313 -3.989029 0.2 -0.3 0.0
H -1.060524 -1.148376 -2.050850 -0.6 -0.1 -0.1
H -2.236003 1.218236 -3.664625 -0.1 0.2 0.1
C -2.109851 3.740475 3.536199 0.1 1.2 -0.2
C 5.528959 0.819954 1.124775 -0.5 0.2 -0.2
O 0.164909 0.125556 1.648357 -0.5 0.1 -1.0
C -2.669054 0.210595 4.438535 -0.4 0.3 0.6
H -1.748132 1.989505 -1.358084 -0.4 -0.9 -0.1
H 2.403555 4.752170 3.342830 -0.2 0.0 0.2
O -1.592613 3.487710 -4.825732 -0.5 -0.7 0.5
H -3.191305 2.468798 -1.158833 -0.3 -0.6 -0.8
H -1.073012 -3.820211 -0.855593 0.0 -0.1 0.1
C 0.368135 -3.990175 1.957127 0.3 0.7 -3.9
H -0.364177 -0.355761 0.966691 0.4 0.5 0.6
H 1.322286 -1.072591 -5.155068 0.0 -0.4 0.2
H 3.172778 -0.036030 2.513823 0.2 -0.1 0.0
N -0.287412 -3.055108 2.781272 -0.2 0.8 2.5
H -2.289732 1.856216 2.471740 -0.2 -0.1 0.2
N 4.605463 -0.787262 -0.575454 0.5 0.8 1.2
H 0.176109 -2.157087 2.721418 -0.2 0.1 0.1
H -1.799577 -5.271526 -3.441902 0.0 0.0 0.1
H 2.457737 2.296367 1.511234 -0.2 0.1 -0.1
N -1.302229 4.401969 2.473416 0.2 -0.9 0.1
C 6.776209 2.756341 0.559796 -1.2 0.5 0.5
C 1.870697 -3.987396 2.161385 -0.1 1.2 2.1
H -0.185334 -5.825076 2.844266 0.1 -0.3 -0.4
O 1.734360 -0.987267 -1.738237 0.3 0.2 -0.9
H 2.884055 -1.372407 -3.376480 0.1 -0.1 0.1
H -0.297349 4.439830 2.662842 -0.5 0.2 0.5
H 2.023947 -2.979760 2.591097 0.4 -0.3 0.0
H -0.819067 -1.282394 -4.893977 -0.1 0.0 0.0
H -1.709965 -0.303711 4.319032 -0.1 0.0 -0.3
H -1.326057 -3.516578 -2.596171 0.2 -0.3 0.1
O -0.449598 -1.262874 -4.008323 1.0 -0.3 -0.1
H -0.558202 4.526381 -6.209691 -0.1 0.1 -0.1
H 6.766781 3.554876 -0.181817 0.6 -0.3 -0.3
C -3.956215 2.453198 -3.740474 -0.9 0.2 -0.5
H 5.292691 1.429555 2.016450 0.0 -0.5 0.0
H 0.410791 3.967298 -4.838255 -0.2 0.1 -0.1
H -2.240537 -0.396836 -1.199195 0.3 -0.1 -0.1
H -0.691088 5.338083 -4.621692 -0.1 -0.1 -0.1
C 4.284248 0.061801 0.651093 -1.2 0.5 -2.2
H -3.182634 -2.325131 -3.485675 -0.1 0.0 -0.1
H -3.140080 -0.160133 5.358523 0.2 0.1 -0.1
H 3.598865 0.840102 0.238080 0.4 0.0 0.5
C -3.546998 4.192062 3.417403 -1.4 -1.2 0.3
H 0.281214 -3.552545 0.932528 0.0 -0.6 -0.2
C 2.300899 4.402826 1.411828 0.6 0.2 1.2
H 1.631935 -2.625201 -3.009340 0.3 0.3 -0.2
N -1.672860 -1.246890 -1.239976 0.5 0.2 0.2
O -2.503102 1.612031 4.598981 -0.1 0.2 -1.2
O 0.252878 -6.014460 0.823578 0.8 -0.8 -1.4
H 2.539542 -3.996615 1.313773 -0.3 -0.6 -0.4
H -3.379660 -0.012590 3.633253 0.4 -0.1 -0.2
H -4.204726 3.448337 3.914433 0.5 0.3 0.1
H 4.058355 -1.530669 2.057690 -0.3 0.1 0.1
C -1.925523 2.249593 3.427991 0.9 -0.6 1.4
O 5.890543 1.770473 0.101441 -0.3 -0.8 0.1
H 6.338613 3.263484 1.449619 0.4 -0.4 0.0
H -0.135802 -7.505487 -0.508289 0.2 -0.2 0.1
H -4.508643 -2.765935 -2.352590 0.0 -0.2 -0.2
H 5.042240 -0.099701 -1.195007 -0.1 -0.5 -0.1
C 1.855325 -1.545857 -3.073101 -1.4 -0.2 0.6
C -3.622337 -2.154358 -2.501594 0.2 0.3 0.6
H 6.347810 0.116583 1.340053 0.0 0.2 0.0
H -3.554605 -5.369765 -3.460479 -0.1 -0.3 0.0
H -2.568258 -6.560519 -2.507362 -0.2 -0.1 -0.2
H 0.344966 1.018486 1.259893 -0.2 -0.7 0.0
C -2.672344 -5.527488 -2.836679 0.0 0.3 0.4
H 3.730984 -1.069607 -1.016154 0.1 0.2 0.3
C -2.573397 -2.389736 -1.401900 -0.7 0.9 0.7
H 0.832491 -0.968593 -1.390553 -0.1 -0.3 -0.3
H -4.701755 1.721109 -3.429477 0.0 0.0 0.1
H -3.959580 4.188655 2.402456 0.5 0.4 -0.1
H -0.833916 2.063319 3.516369 -0.4 0.0 -0.5
H 2.168007 -4.663302 2.969799 0.2 -0.2 -0.3
H -1.014842 -7.584494 1.065496 -0.1 -0.3 -0.2
C -0.301484 -5.330459 1.850969 -0.8 1.0 2.8
C 3.463655 -0.684766 1.682201 0.9 -0.3 0.5
H -1.625137 5.333347 2.272307 -0.1 0.1 0.1
H -1.804350 4.062544 4.546049 0.2 -0.3 -0.2
O 0.624092 2.751948 0.585293 0.7 0.3 0.4
C -2.623626 2.127783 -3.172774 0.5 -1.5 1.1
H -1.395926 -5.189522 1.767785 0.2 0.0 -0.4
N -2.699586 1.724119 -1.698182 1.1 2.2 -0.1
H 2.049319 5.254889 0.780213 -0.2 -0.2 -0.1
C -1.827895 -3.657092 -1.628585 0.4 0.4 -0.4
```
Positions in Å, forces in eV/Å.



Which of these has the lowest gap between HOMO and LUMO?
C24H71N5O11



Number 1 is which compound?
C24H71F12N5O9P2